No. 1
65
Properties=species:S:1:pos:R:3:forces:R:3:lowdin_charge:R:1 method="wB97M-V/def2-TZVPD" lumo_ev=2.607 relative_energy_ev=0.000 total_charge=-1 mol_weight_g_mol=709.332 homo_energy_ev=-5.3 energy_ev=-63933.9211
Au 0.451139 0.328992 -0.087920 0.31 0.24 -0.12 0.68
F 2.279743 -1.167504 -0.202220 -0.47 0.11 0.09 -0.05
B 3.611687 -0.593022 -0.324507 0.42 0.26 -0.08 -1.25
F 4.228192 -1.175130 -1.432973 -0.13 0.01 0.12 0.10
F 3.445142 0.789694 -0.508733 -0.02 -0.19 0.02 0.07
F 4.314221 -0.864117 0.847111 -0.14 0.00 -0.11 0.11
C -5.061872 -3.747497 -0.194420 0.18 0.08 -0.02 -0.08
C -4.093867 -2.581128 -0.262456 -0.20 0.08 -0.07 -0.34
O -2.778629 -3.092697 -0.102937 0.34 0.06 0.11 -0.32
P -1.523425 -1.984385 -0.016067 -0.54 -0.34 -0.14 0.83
O -1.700624 -1.424369 1.493366 0.06 -0.02 -0.13 -0.38
C -1.349905 -2.098629 2.703137 -0.12 -0.08 0.23 -0.28
C -2.513352 -2.914416 3.240506 0.05 0.09 -0.13 -0.07
O -0.369091 -3.085472 0.230843 0.10 -0.05 0.31 -0.33
C 0.401427 -3.603483 -0.856946 0.19 -0.10 -0.16 -0.30
C 0.582703 -5.096670 -0.669040 -0.12 0.14 0.00 -0.08
H -6.084591 -3.416337 -0.380228 0.00 0.02 0.04 0.07
H -5.004671 -4.218866 0.787184 -0.07 -0.03 0.00 0.07
H -4.792126 -4.490267 -0.946099 -0.03 -0.01 0.00 0.07
H -4.315649 -1.852468 0.526287 0.00 -0.02 0.00 0.11
H -4.190904 -2.057198 -1.220561 0.06 -0.01 0.03 0.10
H -1.074941 -1.311281 3.407364 0.01 0.02 -0.03 0.11
H -0.479019 -2.732153 2.544487 0.04 0.03 -0.09 0.11
H -3.383443 -2.276028 3.404322 -0.01 -0.01 0.00 0.07
H -2.235331 -3.371705 4.191822 -0.01 -0.03 0.00 0.07
H -2.780014 -3.694382 2.527130 -0.02 -0.03 0.05 0.07
H 1.367621 -3.097316 -0.864413 -0.10 0.03 -0.03 0.10
H -0.104483 -3.403324 -1.806574 -0.02 0.04 0.02 0.11
H 1.169977 -5.301958 0.225747 0.00 0.00 0.00 0.08
H 1.105556 -5.506677 -1.534353 0.02 -0.05 0.03 0.07
H -0.387700 -5.584520 -0.569419 0.01 -0.03 -0.04 0.07
C 0.360677 5.920200 -2.155676 0.00 -0.04 0.01 -0.11
C 1.192779 4.815956 -2.043738 0.03 0.13 -0.06 -0.09
C 0.742198 3.666660 -1.408046 0.01 0.00 0.04 -0.11
C -0.547864 3.593166 -0.877378 0.24 -0.25 0.07 -0.30
C -1.372561 4.711061 -1.011742 -0.09 -0.06 0.05 -0.11
C -0.927642 5.864509 -1.639340 -0.03 0.06 -0.01 -0.10
Si -1.127149 2.003480 -0.004698 -0.33 0.24 -0.05 0.54
C -2.814780 1.628234 -0.822147 0.18 -0.14 0.16 -0.28
C -2.900533 0.816625 -1.954561 0.07 0.00 -0.07 -0.13
C -4.117041 0.566668 -2.574108 -0.06 0.02 -0.07 -0.11
C -5.283145 1.122736 -2.067402 -0.04 0.01 0.02 -0.11
C -5.224254 1.928603 -0.939281 -0.02 0.00 -0.02 -0.10
C -4.002110 2.174100 -0.328199 0.04 0.01 -0.01 -0.11
C -1.601202 2.508792 1.770834 0.21 -0.20 -0.01 -0.29
C -1.096132 3.645799 2.400531 0.00 0.05 -0.16 -0.10
C -1.317147 3.882645 3.751166 -0.02 0.01 0.10 -0.10
C -2.052693 2.979505 4.503452 0.00 0.01 -0.01 -0.11
C -2.584467 1.850388 3.892454 -0.01 0.02 0.07 -0.10
C -2.356759 1.621031 2.545421 -0.07 -0.01 -0.09 -0.12
H 0.713353 6.822681 -2.640666 -0.01 -0.01 -0.02 0.09
H 2.195520 4.856310 -2.452132 0.01 -0.04 0.03 0.10
H 1.406224 2.813444 -1.312075 0.00 0.01 -0.01 0.07
H -2.383483 4.671019 -0.616963 0.00 0.06 -0.02 0.10
H -1.582450 6.723604 -1.729920 -0.01 -0.01 0.01 0.09
H -1.994825 0.373669 -2.355907 -0.02 -0.03 0.03 0.08
H -4.169226 -0.064095 -3.454366 0.08 0.00 0.01 0.10
H -6.234120 0.931273 -2.550631 0.00 -0.02 0.01 0.09
H -6.131286 2.363727 -0.535852 0.01 0.01 0.00 0.09
H -3.965840 2.802455 0.554006 -0.05 0.00 0.04 0.09
H -0.522951 4.359300 1.817436 0.05 -0.01 0.06 0.10
H -0.905391 4.765028 4.226841 0.01 0.02 -0.04 0.09
H -2.208221 3.149600 5.562149 -0.02 0.02 -0.01 0.09
H -3.165923 1.147944 4.478861 -0.01 -0.03 -0.04 0.09
H -2.766927 0.734095 2.073136 0.05 -0.02 0.08 0.09

No. 2
70
Properties=species:S:1:pos:R:3:forces:R:3:lowdin_charge:R:1 method="wB97M-V/def2-TZVPD" lumo_ev=-0.653 total_charge=0 mol_weight_g_mol=731.452 homo_energy_ev=-9.3 energy_ev=-211421.9597
C -3.694538 0.200260 0.608275 -0.55 0.43 0.45 -0.06
B -2.430003 -0.823479 0.849619 0.34 1.91 0.78 -0.34
O -1.403973 -0.365100 1.852484 -2.87 -1.71 -0.90 0.00
C -2.221975 -2.281855 0.040464 1.75 -0.27 0.28 -0.25
C -3.534107 -3.242105 0.232088 0.03 -1.28 0.31 -0.57
Br -5.129278 -2.668830 -0.907928 1.61 0.11 0.39 0.69
C -4.139976 -3.363936 1.740584 0.29 -0.11 0.78 -0.68
C -3.196523 -4.114533 2.845121 0.13 -1.14 -0.69 -0.17
Br -5.770887 -4.584049 1.545804 1.07 0.54 0.59 0.59
N -1.014808 -2.805919 0.849689 2.34 -2.38 0.21 0.04
C 0.394988 -2.570566 0.353336 0.86 -0.17 0.63 -0.24
O 1.577800 -2.775335 0.937932 -7.73 1.07 -3.48 0.00
C 0.040864 -1.940356 -1.156709 3.13 -0.19 1.13 -0.14
C 0.647581 -0.428635 -0.984984 -0.36 1.51 -0.51 -0.08
C 1.967261 -0.103379 -1.910561 4.08 -5.22 -3.18 -0.55
O 2.744751 -1.003984 -2.523253 -5.64 6.10 4.43 -0.05
Cl 2.492645 1.697644 -2.145795 -1.09 -2.16 0.60 0.56
C -1.543709 -2.187805 -1.492693 0.08 0.85 1.08 -0.29
C -2.343320 -1.222598 -2.544330 -0.44 -0.09 -0.36 -0.06
B -1.497842 -0.667696 -3.833039 0.89 0.81 -2.30 -0.43
O -2.241894 0.246108 -4.771031 1.71 -0.08 3.00 0.02
O -0.113262 -0.989135 -4.214948 -1.98 2.62 1.50 0.06
S -1.499844 -3.899664 -2.324296 -1.78 -3.54 -6.92 0.81
C -0.855099 -5.277985 -1.237942 1.73 -1.13 1.11 -0.16
O -2.925857 -4.368744 -2.805398 4.24 2.03 2.81 -0.41
O -0.567739 -3.927365 -3.598331 -2.42 0.88 5.15 -0.37
H -4.511416 -0.067705 1.436663 1.60 0.52 -1.65 0.10
H -4.239261 0.088898 -0.420900 1.03 0.29 2.03 0.04
H -3.392763 1.330508 0.835747 -0.60 -2.47 -0.57 0.10
H -1.586465 -0.774327 2.749159 0.58 0.59 -1.56 0.12
H -3.322205 -4.359296 -0.132700 -0.44 2.58 0.71 0.10
H -4.585467 -2.384451 2.199811 0.95 -1.73 -1.22 0.10
H -2.730901 -5.079725 2.320716 -1.02 1.98 1.09 0.09
H -3.890687 -4.533468 3.702975 1.60 1.16 -1.67 0.08
H -2.281174 -3.492713 3.232478 -2.01 -0.94 -0.69 0.08
H -1.042715 -3.811987 1.115368 -0.31 1.11 0.19 0.11
H 0.784473 -2.577324 -1.820335 -1.72 1.58 0.75 0.16
H 0.933623 -0.204112 0.149225 -0.47 -0.46 -2.53 0.13
H -0.167317 0.384500 -1.275404 1.74 -1.59 0.56 0.14
H -3.280891 -1.801160 -3.006699 2.06 1.03 1.19 0.12
H -2.830556 -0.252241 -2.047010 1.19 -2.25 -0.68 0.13
H -2.311558 1.146271 -4.335537 -0.19 -1.52 -0.84 0.11
H 0.386785 -0.118329 -4.400617 -1.30 -2.06 -0.13 0.14
H -1.478423 -5.505918 -0.276604 0.83 0.54 -2.06 0.07
H -0.773746 -6.242837 -1.929632 -0.56 2.39 1.26 0.12
H 0.260484 -5.077631 -0.867804 -2.39 -0.08 -0.96 0.10
F 1.896624 4.938905 -1.470493 -0.22 -0.12 -0.01 0.04
C 3.074497 5.576530 -1.444718 1.00 0.54 0.03 -0.29
C 3.172166 6.807797 -0.805894 -0.06 -0.02 0.03 -0.02
C 4.399579 7.469647 -0.774367 0.08 -0.40 -0.25 -0.08
C 5.514233 6.897242 -1.392168 -0.06 0.01 0.03 -0.10
C 5.404876 5.663353 -2.035201 -0.27 0.24 0.21 -0.08
C 4.180098 4.996656 -2.056854 -0.08 -0.03 0.00 -0.03
H 2.293711 7.240841 -0.338729 0.06 -0.08 -0.05 0.12
H 4.488220 8.429063 -0.270768 -0.06 -0.18 -0.10 0.10
H 6.470326 7.415911 -1.371189 -0.19 -0.11 -0.01 0.10
H 6.272824 5.221750 -2.518890 -0.19 0.05 0.10 0.11
H 4.079394 4.032681 -2.544439 0.00 0.11 0.03 0.08
F 1.501453 2.386813 6.277671 -0.05 0.04 0.21 0.06
C 1.793209 2.116745 4.998392 0.24 -0.22 -1.03 -0.29
C 2.385160 3.097316 4.209895 0.00 0.02 0.05 -0.02
C 2.693810 2.814868 2.879278 -0.21 -0.38 0.15 -0.08
C 2.396715 1.557184 2.348482 -0.03 0.04 0.07 -0.09
C 1.797892 0.581283 3.146579 0.12 0.38 0.04 -0.08
C 1.499648 0.860367 4.480071 -0.03 0.04 0.05 -0.02
H 2.600956 4.071169 4.637089 -0.02 -0.12 0.00 0.12
H 3.163817 3.572088 2.256655 -0.09 -0.11 0.13 0.11
H 2.633547 1.338799 1.309352 0.00 0.05 0.17 0.09
H 1.563842 -0.395485 2.730109 0.05 0.11 0.10 0.09
H 1.042327 0.110563 5.117078 0.05 0.10 -0.01 0.11

No. 3
57
Properties=species:S:1:pos:R:3:forces:R:3:lowdin_charge:R:1 method="wB97M-V/def2-TZVPD" lumo_ev=-4.249 total_charge=+1 mol_weight_g_mol=357.330 homo_energy_ev=-10.2 energy_ev=-29024.1122
C -1.540251 -0.873531 2.139440 0.10 0.05 0.86 -0.05
C -1.061634 -1.526383 0.877512 -0.49 0.28 -0.11 -0.15
N -1.938237 -1.142483 -0.323285 1.13 -0.25 -0.16 -0.15
C -1.480996 -2.047649 -1.476042 -0.55 0.37 0.26 -0.16
C -2.378908 -1.920441 -2.669175 -0.17 -0.31 -0.84 -0.05
C -3.372006 -1.437823 -0.010925 0.22 -0.17 0.00 -0.25
C -3.653944 -2.746057 0.324743 -0.96 -1.10 0.38 -0.02
C -4.975830 -3.132581 0.618656 0.64 0.29 -0.16 -0.03
C -6.007974 -2.200293 0.576250 0.30 0.83 -0.23 -0.05
C -5.709159 -0.871690 0.239841 1.49 -0.40 -0.15 -0.02
C -4.361047 -0.483626 -0.060875 -1.29 0.50 0.09 0.01
B -1.715830 0.317927 -0.678896 -2.29 1.57 -0.20 -0.01
H 0.200691 1.020859 -1.115684 1.36 0.50 0.05 0.09
H -0.872731 -1.209012 2.943364 -0.10 0.21 -0.11 0.10
H -1.504002 0.219154 2.094258 0.05 -0.26 0.07 0.08
H -2.553075 -1.186562 2.427231 0.28 0.09 -0.21 0.10
H -0.025049 -1.271360 0.632263 -0.16 0.00 -0.02 0.12
H -1.167748 -2.600920 0.939981 0.30 -0.19 0.13 0.12
H -0.438899 -1.803314 -1.696947 -0.25 -0.05 0.16 0.11
H -1.540856 -3.043882 -1.058604 0.26 -0.23 -0.15 0.12
H -1.988736 -2.608164 -3.430858 -0.12 0.23 0.04 0.10
H -3.411930 -2.234904 -2.465570 0.35 0.13 0.05 0.10
H -2.392920 -0.910792 -3.092502 0.03 -0.28 0.06 0.08
H -2.878449 -3.516050 0.368018 -0.35 0.32 0.00 0.12
H -5.197687 -4.162211 0.880026 0.15 0.11 -0.05 0.12
H -7.035923 -2.488939 0.798207 0.33 0.08 -0.06 0.12
H -6.489864 -0.135173 0.204275 -0.13 0.21 -0.03 0.11
H -4.123641 0.564842 -0.329981 -0.33 -0.75 0.22 0.12
H -2.103009 0.710984 -1.767923 0.91 -0.55 0.48 0.09
H -1.807796 1.148412 0.194139 0.74 -0.61 -0.25 0.08
C 1.624974 0.025769 -2.430213 -0.02 1.25 -1.60 -0.07
C 1.269272 1.225523 -1.567324 1.25 0.40 1.99 -0.11
N 2.355934 1.523464 -0.559456 -1.70 -0.83 -1.76 0.00
C 2.932803 2.764396 -0.263552 1.02 0.27 0.93 -0.14
C 2.986434 3.981862 -0.948140 -0.16 0.13 0.18 -0.01
C 3.672638 5.058543 -0.350612 0.09 -0.74 0.68 -0.07
C 4.309250 4.929507 0.907394 -0.49 -0.99 -0.21 -0.07
C 4.320334 3.676243 1.550883 -0.03 0.78 -0.42 -0.01
C 3.704044 2.600101 0.932961 -0.78 0.57 -0.62 -0.12
C 3.629155 1.218330 1.301360 -0.73 -0.67 -0.30 -0.11
C 2.846806 0.561274 0.298897 0.62 0.20 1.17 -0.16
C 2.681810 -0.826935 0.315319 -0.18 0.49 0.14 -0.04
C 3.165745 -1.518338 1.428093 0.09 -0.04 0.08 -0.09
C 3.831515 -0.854140 2.469983 0.14 0.20 0.38 -0.08
C 4.079419 0.529763 2.412109 -0.13 -0.69 -0.06 0.00
H 1.439520 0.415333 -3.442722 0.07 -0.66 -0.05 0.09
H 2.682502 -0.229221 -2.394952 -0.12 -0.04 0.17 0.10
H 0.995769 -0.839893 -2.292350 0.11 -0.15 0.14 0.04
H 1.220988 2.171692 -2.106931 -0.47 -0.33 -0.26 0.12
H 2.516371 4.082558 -1.926975 0.07 0.18 0.27 0.10
H 3.721044 6.022971 -0.833217 -0.10 -0.04 -0.22 0.10
H 4.785552 5.780536 1.381391 -0.06 -0.06 -0.16 0.10
H 4.767601 3.525379 2.532076 0.15 0.19 -0.28 0.11
H 2.229949 -1.316229 -0.539775 -0.04 -0.24 0.41 0.08
H 3.013685 -2.602480 1.482964 0.18 0.44 -0.01 0.11
H 4.169954 -1.420374 3.348225 -0.18 0.23 -0.49 0.11
H 4.574376 1.086027 3.213626 -0.03 -0.46 -0.23 0.12